{
  "formula": "C8H38N16O11",
  "method": "the ωB97M-V functional and the def2-TZVPD basis",
  "symbols": ["C", "O", "N", "N", "H", "H", "H", "H", "C", "O", "N", "N", "H", "H", "H", "H", "C", "O", "N", "N", "H", "H", "H", "H", "C", "O", "N", "N", "H", "H", "H", "H", "C", "O", "N", "N", "H", "H", "H", "H", "C", "O", "N", "N", "H", "H", "H", "H", "C", "O", "N", "N", "H", "H", "H", "H", "C", "O", "N", "N", "H", "H", "H", "H", "O", "H", "H", "O", "H", "H", "O", "H", "H"],
  "xyz": [[2.82949, -1.78785, -0.44843], [1.87489, -1.09418, -0.80529], [3.53895, -1.58079, 0.62852], [3.31014, -2.64928, -1.40148], [4.40641, -2.01277, 0.91314], [3.28056, -0.86635, 1.29404], [3.99796, -3.24930, -0.96908], [2.77934, -2.59765, -2.25921], [-1.15337, -1.34691, 4.36543], [-0.06353, -1.49497, 4.84523], [-2.27189, -1.17078, 5.03659], [-1.30704, -1.09447, 3.07032], [-3.14740, -1.13986, 4.53396], [-2.26888, -1.29900, 6.03841], [-2.13134, -0.60089, 2.75889], [-0.40112, -1.16772, 2.62982], [-4.08665, 1.78326, -1.34628], [-2.95157, 1.42703, -1.01317], [-4.52728, 3.01525, -1.31794], [-4.98785, 0.97295, -1.87393], [-5.32703, 3.30824, -1.86076], [-3.85455, 3.76128, -1.21312], [-4.62849, 0.05710, -2.10239], [-5.95497, 1.24460, -1.97874], [0.02855, 2.36118, 3.72626], [-0.21111, 3.03900, 4.72820], [1.06570, 1.56738, 3.68352], [-0.60490, 2.34617, 2.56496], [1.36842, 1.26047, 2.77014], [1.84556, 1.70228, 4.31100], [-1.35019, 3.02777, 2.57366], [-0.31530, 1.78571, 1.77622], [-1.39293, -3.06656, -0.03986], [-1.73570, -2.02750, -0.51601], [-0.49558, -3.81467, -0.51711], [-1.89187, -3.64826, 1.04671], [-0.50061, -4.70271, -0.03600], [-0.19411, -3.60122, -1.45714], [-2.56829, -3.13945, 1.59777], [-1.88824, -4.65825, 1.04927], [-0.81687, -2.21905, -4.11529], [-0.78829, -2.79936, -5.16784], [0.10940, -2.35559, -3.16417], [-1.96006, -1.74855, -3.63930], [0.78767, -2.97194, -3.58862], [0.25252, -1.64008, -2.46584], [-1.89329, -1.62742, -2.63882], [-2.89415, -1.83864, -4.01276], [3.09528, 1.03327, -3.58323], [4.14876, 0.91492, -2.85428], [2.81620, 1.63094, -4.65640], [1.98978, 0.59084, -3.07680], [1.91634, 1.61990, -5.11490], [3.59420, 2.04263, -5.15172], [1.99729, -0.02003, -2.27252], [1.12115, 0.77261, -3.55902], [3.76758, 1.79232, 1.58876], [3.72100, 0.78317, 2.26593], [4.69810, 2.69333, 1.88876], [2.70530, 2.23281, 0.97579], [5.45482, 2.42614, 2.50201], [4.44212, 3.63907, 1.64350], [1.88944, 1.69253, 0.72568], [2.70986, 3.14725, 0.54697], [-3.00957, 0.53072, 1.61087], [-3.68699, 1.13202, 1.92034], [-2.88669, 0.76108, 0.68997], [-0.10839, 3.11866, -1.07123], [-0.47448, 2.24370, -1.20028], [-0.33095, 3.34100, -0.16720], [-0.03955, 0.38408, 0.32856], [-0.92663, 0.02986, 0.26645], [0.48459, -0.18038, -0.23967]],
  "forces_ev_per_angstrom": [[0.742, 0.117, -3.374], [-1.668, 0.674, 0.701], [0.716, 0.023, 2.539], [-0.117, 0.479, 2.531], [-0.192, -0.306, -0.703], [-0.256, 0.398, -0.085], [0.012, -0.705, -1.674], [0.756, -0.835, 0.022], [-2.653, 1.669, -1.223], [3.380, -0.629, 1.473], [-1.600, -0.418, 2.001], [1.367, -1.015, -0.583], [0.112, -0.094, 0.385], [-0.175, 0.037, -0.183], [0.292, 0.494, -0.985], [-0.449, 0.369, -1.116], [1.051, -0.736, -0.688], [0.117, -0.025, 0.422], [-0.249, 3.968, 0.556], [-0.615, -2.258, -0.470], [0.120, -0.315, 0.093], [0.054, -0.230, 0.277], [-0.664, -0.033, 0.101], [0.333, -0.396, -0.168], [-1.001, 1.794, 1.767], [-0.338, -0.186, -0.792], [3.751, -2.604, 0.017], [-1.935, 1.243, -0.293], [0.336, -0.329, 0.001], [-0.185, -0.140, 0.444], [-0.198, -0.360, -0.805], [-0.303, -0.031, -0.251], [-1.773, 0.530, 1.176], [-1.102, 3.736, -0.819], [3.826, -3.124, -2.283], [-2.008, -0.214, 2.904], [1.252, -0.178, -1.162], [0.271, -0.583, -0.154], [-0.051, -0.423, -0.235], [-0.427, 0.378, 0.581], [-2.938, -2.015, -0.966], [1.260, -0.293, -1.928], [1.903, -0.446, 0.481], [-1.776, 2.342, 2.251], [1.008, 0.566, 0.688], [0.658, -0.292, -0.044], [-0.767, 0.204, 0.159], [0.747, -0.165, -0.564], [3.516, -1.751, 6.658], [-1.427, 0.609, -3.014], [1.853, 3.787, -6.361], [-4.168, -2.315, 2.138], [0.459, -0.106, 0.221], [-0.313, 0.112, -0.205], [0.048, 0.212, 0.033], [0.060, -0.340, 0.382], [-0.023, 0.242, 3.569], [0.054, -3.334, 0.155], [0.954, 1.464, -1.098], [-2.618, 1.959, -2.650], [-0.281, 0.335, -0.191], [1.045, 0.028, 0.277], [0.484, -0.472, -0.133], [0.055, -0.249, -0.264], [-0.154, -0.295, 1.038], [-0.190, 0.162, 0.095], [-0.029, 0.165, -1.180], [0.329, 0.438, -0.135], [-0.199, -0.375, 0.049], [-0.137, 0.062, 0.152], [-0.472, 0.926, 0.878], [-0.451, -0.283, -0.168], [0.981, -0.624, -0.273]],
  "mulliken_charge": [0.4704, -0.7933, -0.2554, -0.4592, 0.2021, 0.0818, 0.1863, 0.2219, 0.7899, -0.4614, -0.3809, 0.1263, 0.1850, 0.2418, 0.1782, -0.0946, 0.4798, -0.6592, -0.4149, -0.3888, 0.1764, 0.2554, 0.2227, 0.1739, 0.6510, -0.6433, 0.0519, -0.0672, -0.3067, 0.3245, 0.1964, -0.1267, 0.4499, -0.5060, -0.1718, -0.4774, 0.1164, 0.3393, 0.2163, 0.1680, 0.3413, -0.6623, -0.2032, -0.2412, 0.2094, 0.1241, 0.1445, 0.2234, 0.6958, -0.7219, -0.3395, 0.0707, 0.1717, 0.2727, -0.2440, 0.1336, 0.9653, -0.7979, -0.4451, -0.1792, 0.2575, 0.1703, -0.1178, 0.1632, -0.5665, 0.2771, 0.1473, -0.6503, 0.1987, 0.3181, 1.4452, -0.2434, -0.2165],
  "s_squared": 0.76,
  "spin_multiplicity": 2,
  "gap_ev": [8.63, 2.69],
  "charge": 1,
  "lumo_ev": [-2.25, -8.20],
  "largest_force_ev_per_a": 7.73,
  "total_energy_ha": -2031.26378,
  "de_lowest_kcal_mol": 0.0
}